# C30H83AsF6N5O10

A structure of composition C30H83AsF6N5O10 at a distorted geometry (the ωB97M-V functional and the def2-TZVPD basis, the OMol25 dataset).

The geometry in XYZ format:
```
135
Properties=species:S:1:pos:R:3
As -0.478 -0.878 -0.626
F -1.222 -2.526 -0.845
F -2.091 -0.091 -0.612
F 0.387 0.696 -0.620
F 1.130 -1.757 -0.680
F -0.473 -0.751 -2.421
F -0.515 -1.039 1.183
C 4.631 -1.181 2.495
C 5.128 0.302 2.605
C 6.672 0.349 2.428
C 7.204 0.250 0.964
C 6.427 1.285 0.111
C 4.886 1.168 0.203
N 4.404 1.090 1.600
O 2.993 1.083 1.777
C 4.294 2.456 -0.415
C 4.356 -0.052 -0.614
C 4.732 0.827 3.981
H 3.678 -1.194 1.966
H 4.524 -1.663 3.467
H 5.334 -1.779 1.916
H 7.136 1.163 2.985
H 7.051 -0.538 2.937
H 7.004 -0.740 0.552
H 8.278 0.410 0.865
H 6.840 1.207 -0.895
H 6.874 2.135 0.625
H 4.846 2.852 -1.268
H 3.294 2.376 -0.842
H 4.289 3.283 0.295
H 3.283 -0.205 -0.503
H 4.575 0.062 -1.676
H 4.868 -0.989 -0.392
H 5.287 0.458 4.843
H 3.683 0.635 4.207
H 4.829 1.900 4.150
H 2.820 0.199 1.443
C 1.230 -5.004 -2.189
O 1.054 -5.608 -3.460
H 1.714 -5.644 -1.452
H 1.719 -4.051 -2.388
H 0.265 -4.765 -1.742
H 1.887 -5.535 -3.933
C -2.800 3.195 -1.499
O -3.925 3.940 -0.870
H -3.219 2.415 -2.134
H -2.057 3.765 -2.056
H -2.210 2.880 -0.638
H -3.640 4.833 -0.662
C -1.259 -2.951 -4.698
O -1.111 -4.350 -5.065
H -1.801 -3.120 -3.768
H -0.360 -2.387 -4.448
H -1.904 -2.428 -5.403
H -0.369 -4.760 -4.615
C -3.326 -0.310 2.580
O -4.678 -0.247 2.880
H -2.664 -0.879 3.233
H -3.112 -0.801 1.631
H -2.968 0.719 2.533
H -4.847 -0.777 3.662
C 1.263 -3.812 1.426
O 2.420 -3.539 0.684
H 1.205 -3.054 2.207
H 0.428 -4.036 0.762
H 1.330 -4.781 1.920
H 2.160 -2.749 0.205
C -2.670 -5.896 -2.166
C -3.469 -5.243 -1.020
C -2.640 -5.122 0.326
O -3.407 -4.232 1.147
C -2.699 -4.019 2.326
N -3.888 -3.932 -1.544
H -1.895 -5.163 -2.388
H -3.339 -6.054 -3.012
H -2.221 -6.866 -1.955
H -4.405 -5.776 -0.852
H -1.638 -4.725 0.161
H -2.637 -6.075 0.856
H -1.774 -3.481 2.117
H -2.489 -4.954 2.845
H -3.275 -3.419 3.030
H -3.115 -3.312 -1.741
H -4.254 -3.540 -0.687
C 0.167 2.301 -3.862
C 1.586 2.943 -3.963
C 1.808 4.243 -3.132
O 0.946 5.233 -3.605
C 1.099 6.468 -2.945
N 2.570 1.924 -3.573
H 0.062 1.367 -4.413
H -0.656 2.936 -4.190
H -0.068 2.058 -2.826
H 1.631 3.277 -5.000
H 2.856 4.465 -3.332
H 1.689 4.081 -2.061
H 2.042 6.968 -3.168
H 1.159 6.332 -1.865
H 0.346 7.207 -3.218
H 2.573 1.202 -4.278
H 2.216 1.512 -2.722
C -0.097 1.395 3.099
C 0.319 2.854 3.091
C 1.197 3.162 4.316
O 0.539 2.703 5.478
C 1.408 2.800 6.625
N 1.056 3.072 1.860
H -0.680 1.199 3.999
H 0.723 0.716 3.335
H -0.601 0.970 2.231
H -0.524 3.535 3.210
H 1.311 4.236 4.464
H 2.177 2.708 4.168
H 2.415 2.424 6.441
H 1.006 2.199 7.441
H 1.565 3.847 6.881
H 1.977 2.664 1.939
H 0.648 2.539 1.105
C -5.276 -0.788 -0.540
C -5.873 0.598 -0.306
C -6.538 1.210 -1.539
O -6.788 2.546 -1.242
C -7.133 3.333 -2.354
N -6.789 0.447 0.800
H -6.099 -1.410 -0.893
H -5.003 -1.305 0.379
H -4.395 -0.786 -1.181
H -5.247 1.423 0.035
H -7.494 0.760 -1.805
H -5.904 1.003 -2.401
H -7.387 4.369 -2.131
H -8.059 2.937 -2.769
H -6.431 3.270 -3.186
H -6.305 0.104 1.618
H -7.313 -0.403 0.652
```

Computed properties:
Net charge: -2
Multiplicity: 2
E_tot: -5053.8341 Ha



# C30H84N9O11P5

A cluster of 5 separate species, C30H84N9O11P5 in total at a distorted geometry (the ωB97M-V functional and the def2-TZVPD basis, the OMol25 dataset).

The geometry in XYZ format:
```
139
Properties=species:S:1:pos:R:3
C -5.041 -1.389 8.086
N -4.091 -1.679 6.994
C -3.114 -2.730 7.237
P -4.597 -1.303 5.459
O -5.920 -1.892 5.152
N -4.545 0.372 5.349
C -5.472 1.052 4.473
C -3.661 1.242 6.120
N -3.458 -1.835 4.389
C -3.787 -2.829 3.397
C -2.084 -1.334 4.423
H -5.002 -2.179 8.838
H -6.074 -1.411 7.745
H -4.678 -0.463 8.536
H -2.825 -2.741 8.285
H -2.256 -2.527 6.594
H -3.456 -3.721 6.910
H -6.396 0.485 4.373
H -5.761 2.044 4.833
H -4.906 1.206 3.540
H -2.922 0.658 6.663
H -3.185 1.948 5.433
H -4.269 1.813 6.828
H -4.747 -2.645 2.919
H -3.065 -3.016 2.598
H -3.859 -3.836 3.833
H -2.023 -0.681 3.544
H -1.364 -2.144 4.305
H -1.776 -0.689 5.243
C -4.929 6.880 2.536
N -5.445 5.768 3.291
C -4.499 5.113 4.210
P -6.821 4.864 2.936
O -7.211 4.016 4.085
N -8.016 5.948 2.493
C -9.323 5.370 2.166
C -8.133 7.222 3.211
N -6.389 3.953 1.594
C -6.891 2.584 1.482
C -5.797 4.490 0.392
H -5.683 7.301 1.868
H -4.034 6.640 1.954
H -4.691 7.739 3.177
H -3.637 5.778 4.236
H -4.287 4.109 3.838
H -4.837 5.013 5.242
H -9.928 6.144 1.701
H -9.197 4.516 1.499
H -9.785 4.970 3.073
H -8.842 7.201 4.040
H -7.128 7.530 3.482
H -8.474 7.958 2.475
H -6.528 1.998 0.639
H -6.613 2.025 2.374
H -7.983 2.517 1.424
H -6.542 4.880 -0.320
H -5.316 3.690 -0.171
H -5.107 5.300 0.614
C 3.484 1.120 -8.326
N 3.806 1.254 -6.922
C 2.730 1.759 -6.090
P 5.309 0.914 -6.229
O 5.613 1.858 -5.147
N 5.050 -0.697 -5.756
C 5.442 -1.114 -4.422
C 4.218 -1.640 -6.514
N 6.399 0.800 -7.475
C 7.356 -0.298 -7.629
C 6.550 1.958 -8.355
H 2.700 0.402 -8.598
H 4.337 0.840 -8.940
H 3.124 2.097 -8.673
H 2.349 2.742 -6.380
H 3.098 1.861 -5.070
H 1.910 1.034 -6.083
H 6.392 -0.698 -4.058
H 4.789 -0.627 -3.685
H 5.616 -2.181 -4.292
H 3.188 -1.382 -6.242
H 4.344 -1.442 -7.578
H 4.483 -2.662 -6.260
H 8.202 -0.123 -6.961
H 6.908 -1.273 -7.461
H 7.723 -0.227 -8.654
H 7.381 2.594 -8.021
H 5.676 2.588 -8.198
H 6.775 1.676 -9.382
C 3.560 -4.044 -2.195
C 3.915 -5.546 -2.292
O 4.227 -6.038 -1.002
P 5.761 -6.345 -0.642
O 5.891 -6.907 0.720
O 6.284 -7.324 -1.805
C 7.322 -8.277 -1.646
C 8.691 -7.598 -1.469
O 6.531 -5.011 -0.994
C 7.063 -4.062 -0.046
C 6.028 -3.580 0.943
H 4.330 -3.293 -2.014
H 3.041 -3.662 -3.079
H 2.846 -3.985 -1.370
H 3.037 -6.028 -2.718
H 4.741 -5.643 -3.000
H 7.023 -8.941 -0.835
H 7.492 -8.853 -2.556
H 9.444 -8.377 -1.611
H 8.845 -6.971 -2.353
H 8.854 -6.968 -0.598
H 7.889 -4.560 0.464
H 7.453 -3.245 -0.651
H 5.629 -4.411 1.527
H 6.592 -3.008 1.689
H 5.226 -2.969 0.538
C 1.636 -0.713 -3.121
C 1.591 -1.271 -1.710
O 1.224 -0.342 -0.688
P -0.331 -0.237 -0.336
O -1.294 -0.782 -1.280
O -0.415 -0.872 1.126
C 0.471 -0.600 2.186
C 0.480 0.811 2.758
O -0.466 1.326 0.045
C -0.783 2.236 -0.979
C -2.045 3.064 -0.674
H 1.980 -1.422 -3.864
H 0.721 -0.138 -3.303
H 2.265 0.191 -3.124
H 0.840 -2.068 -1.731
H 2.497 -1.843 -1.563
H 0.235 -1.243 3.034
H 1.505 -0.902 1.984
H -0.479 1.332 2.756
H 0.729 0.733 3.820
H 1.185 1.505 2.301
H 0.040 2.957 -1.097
H -0.804 1.881 -2.016
H -2.821 2.325 -0.454
H -1.835 3.650 0.217
H -2.391 3.638 -1.528
```

Computed properties:
Multiplicity: 1
SMILES: CN(C)P(=O)(N(C)C)N(C)C.CN(C)P(=O)(N(C)C)N(C)C.CN(C)P(=O)(N(C)C)N(C)C.CCOP(=O)(OCC)OCC.CCOP(=O)(OCC)OCC
E_tot: -4220.9458 Ha